C5H13N2 | the ωB97M-V functional and the def2-TZVPD basis

Summary:
E_HOMO: -0.4696 Ha
Charge: +1
Frontier orbital gap: 8.88 eV

Cartesian coordinates (Å):
C 0.87392 1.27651 -2.21844
C 0.22309 0.22736 -1.32780
N 1.14215 -0.77207 -0.78102
C -0.49038 0.95915 -0.16152
C -0.22569 0.36611 1.19560
C -1.12474 -0.55080 1.59432
N -0.77757 -1.76678 2.34904
H 1.47440 1.95957 -1.62759
H 1.40079 0.90450 -3.09646
H 0.07339 1.88723 -2.65786
H -0.57331 -0.26536 -1.88170
H 1.65667 -1.18154 -1.55053
H 1.80010 -0.42320 -0.09829
H -0.27348 2.02802 -0.09933
H -1.56864 1.02380 -0.35912
H 0.57288 0.86503 1.73484
H -2.15451 -0.26170 1.47239
H -0.08099 -1.66183 3.09442
H -1.59758 -2.22057 2.75859
H -0.35050 -2.39342 1.66047

***

CH3N3O3 | the ωB97M-V functional and the def2-TZVPD basis

Summary:
E_HOMO: -0.3729 Ha
Frontier orbital gap: 10.70 eV

Cartesian coordinates (Å):
O -1.57931 0.35880 1.68484
N -1.32134 -0.12183 0.61861
N -1.22589 -0.05753 -0.62355
N -0.51572 -1.17390 0.23786
H -1.08716 -1.99447 0.43383
O 0.55445 1.53059 -0.29925
C 1.56724 0.78795 -0.45263
O 2.50464 0.43659 0.42050
H 1.92293 0.36143 -1.47160
H 2.41619 0.53309 1.33605

***

C6H9N | the ωB97M-V functional and the def2-TZVPD basis

Summary:
E_HOMO: -0.3462 Ha
Frontier orbital gap: 10.42 eV

Cartesian coordinates (Å):
C 2.46329 0.88384 1.83688
C 1.63740 0.12398 0.90302
C 0.99689 -0.56904 0.14746
C 0.01004 -1.22179 -0.71387
C -1.31259 -0.53504 -0.43999
C -1.65762 0.71263 -1.13925
N -2.30035 -0.55416 -1.51486
H 2.26978 1.96220 1.76420
H 3.51469 0.68893 1.60241
H 2.25430 0.55424 2.86171
H -0.05302 -2.30373 -0.52508
H 0.25780 -1.07591 -1.77212
H -1.66470 -0.64826 0.58654
H -0.95634 1.10208 -1.87507
H -2.23185 1.47687 -0.61746
H -3.22773 -0.59685 -1.10453

***

C4H12N2O2 | the ωB97M-V functional and the def2-TZVPD basis

Summary:
E_HOMO: -0.3421 Ha
Frontier orbital gap: 10.07 eV

Cartesian coordinates (Å):
C 1.81985 0.59394 -2.08417
N 0.57005 0.93755 -1.35922
C 0.29280 0.60283 -0.06053
O -0.42900 1.32345 0.60437
C 0.87587 -0.69875 0.50514
C 1.94204 -0.41200 1.50741
N -0.18829 -1.53662 1.07902
H 2.34861 -0.17971 -1.54497
H 1.54696 0.27706 -3.06788
H 2.45759 1.45846 -2.09244
H 0.23247 1.85699 -1.57566
H 1.21195 -1.24691 -0.37669
H 1.70603 0.38973 2.20782
H 2.90315 -0.11300 1.07850
H 2.14620 -1.31495 2.09368
H -0.39329 -1.12508 1.98677
H -1.05152 -1.46216 0.54393
O -6.08556 -0.12749 0.33103
H -6.58210 0.69558 0.44882
H -5.32382 0.08107 -0.22495

***

C19H62N6O12 | the ωB97M-V functional and the def2-TZVPD basis

Summary:
E_HOMO: -0.3205 Ha
Frontier orbital gap: 8.23 eV

Cartesian coordinates (Å):
N -0.34669 -4.80417 0.51117
C -0.88869 -3.79517 1.09817
N -0.16969 -2.72017 1.06917
O -2.12469 -3.84417 1.65317
H -0.97269 -5.69417 0.30417
H 0.57131 -4.68717 0.02517
H -0.50369 -1.95017 1.70117
H 0.75731 -2.66917 0.62217
N 1.56331 1.14183 2.44017
C 2.67131 1.71483 2.18717
N 2.59031 2.48083 1.16617
O 3.77731 1.58283 2.94617
H 1.56231 0.42683 3.15017
H 0.74831 1.18283 1.81517
H 3.46031 2.27083 0.54217
H 1.64731 2.81783 0.80217
N 2.38631 -2.65317 0.06517
C 2.62831 -3.89417 0.36417
N 2.11031 -4.75217 -0.47783
O 3.39131 -4.27717 1.38917
H 3.01631 -2.07917 0.71717
H 2.08731 -2.23117 -0.81883
H 2.45431 -5.75617 -0.38583
H 2.01631 -4.49917 -1.44383
C -1.44469 4.12283 4.34817
C -0.57569 3.29883 3.46317
O -0.22869 2.12183 4.07617
H -2.41069 3.70483 4.37817
H -1.66569 5.14983 3.95917
H -1.00669 4.20083 5.38417
H 0.29331 3.83083 3.30417
H -0.92769 3.22883 2.46017
H 0.47631 1.74383 3.42417
C 1.76231 2.58083 -4.82383
C 0.46431 1.99483 -4.29883
O -0.06569 1.18483 -5.36883
H 1.66031 3.33283 -5.60683
H 2.39031 1.84283 -5.18283
H 2.34631 3.12283 -4.11383
H -0.25469 2.69483 -3.96783
H 0.70931 1.43783 -3.46583
H 0.31331 0.27083 -5.26483
C -3.65269 -2.58017 -2.94783
C -3.06469 -2.38217 -1.54583
O -1.70069 -1.94517 -1.54283
H -4.63869 -3.07417 -2.93283
H -2.96769 -3.22417 -3.50083
H -3.79669 -1.64217 -3.57183
H -3.09769 -3.26617 -0.93183
H -3.63469 -1.65717 -1.01383
H -1.23369 -2.26317 -0.72583
C -2.66469 1.08183 -2.75383
C -3.44569 1.85183 -1.66483
O -2.60269 2.68983 -0.88783
H -1.87369 0.43983 -2.32883
H -2.20069 1.75283 -3.47683
H -3.27569 0.41283 -3.40583
H -4.07769 1.19483 -1.06683
H -4.21969 2.43883 -2.22683
H -3.14469 2.90783 -0.09383
C -3.12369 -0.57317 1.72217
C -2.21169 -0.08117 2.73817
O -1.04669 -0.86017 2.68117
H -2.74169 -0.52717 0.72417
H -4.00369 0.08283 1.68917
H -3.42069 -1.65317 1.92117
H -2.67469 -0.07917 3.72217
H -2.00869 0.94283 2.44917
H -0.55969 -0.65717 3.44317
C 2.33731 -1.61217 3.32517
C 1.17831 -1.84417 4.31117
O 0.72131 -0.62817 4.85617
H 2.93731 -2.47717 3.08817
H 3.08231 -0.94817 3.66617
H 2.08031 -1.23617 2.33817
H 1.47231 -2.50517 5.14217
H 0.44731 -2.45517 3.76117
H 1.30031 -0.22117 5.55417
C 3.06231 0.13683 -2.35483
C 2.42531 -0.88217 -3.33283
O 1.56731 -1.63717 -2.46983
H 2.36331 0.75983 -1.80783
H 3.72431 0.81083 -2.88183
H 3.65931 -0.36917 -1.58083
H 3.24331 -1.45617 -3.80683
H 1.68431 -0.46317 -4.06983
H 1.47731 -2.49617 -2.81283
C 0.87731 3.95283 -1.51483
O -0.13769 4.24983 -0.62583
H 0.50131 4.11983 -2.55483
H 1.14231 2.97383 -1.49783
H 1.67531 4.70383 -1.38883
H -0.89469 3.77683 -0.98383
C 0.00731 0.23683 -0.23483
O -0.42769 1.36383 0.51517
H 1.06831 0.12883 -0.02583
H 0.04531 0.41983 -1.30183
H -0.56869 -0.59417 -0.06883
H -1.23769 1.68483 0.13817

***

C6H6 | the ωB97M-V functional and the def2-TZVPD basis

Summary:
E_HOMO: -0.3160 Ha
Frontier orbital gap: 9.45 eV

Cartesian coordinates (Å):
C 3.01964 0.11681 0.44576
C 1.85481 -0.03000 0.70034
C 0.42704 -0.23704 0.88281
C -0.24176 -0.39430 -0.44993
C -1.46888 0.00445 -0.54997
C -2.57631 0.65427 -0.73932
H 4.05420 0.25587 0.24063
H -0.03537 0.58676 1.43955
H 0.24186 -1.15174 1.46296
H 0.27835 -0.84687 -1.28154
H -2.03062 0.83173 -1.75362
H -3.52295 0.21006 -0.39766

***

Question: Which formula does entry 5 have?
Answer: C19H62N6O12

***

Please write out number 3 again, unchanged.
C6H9N | the ωB97M-V functional and the def2-TZVPD basis

Summary:
E_HOMO: -0.3462 Ha
Frontier orbital gap: 10.42 eV

Cartesian coordinates (Å):
C 2.46329 0.88384 1.83688
C 1.63740 0.12398 0.90302
C 0.99689 -0.56904 0.14746
C 0.01004 -1.22179 -0.71387
C -1.31259 -0.53504 -0.43999
C -1.65762 0.71263 -1.13925
N -2.30035 -0.55416 -1.51486
H 2.26978 1.96220 1.76420
H 3.51469 0.68893 1.60241
H 2.25430 0.55424 2.86171
H -0.05302 -2.30373 -0.52508
H 0.25780 -1.07591 -1.77212
H -1.66470 -0.64826 0.58654
H -0.95634 1.10208 -1.87507
H -2.23185 1.47687 -0.61746
H -3.22773 -0.59685 -1.10453